Density functional theory data (ωB97M-V/def2-TZVPD) for a cluster of 7 separate species, C13H25Br12Cl3 in total in a non-equilibrium geometry.

Geometry as ORCA input:
```
! RIJCOSX wB97M-V def2-TZVPD def2/J DEFGRID3
* xyz 0 1
Br 23.619 -12.647 -10.010
C 23.233 -10.937 -10.827
C 21.839 -10.517 -10.450
Br 21.586 -8.685 -11.080
H 23.360 -11.057 -11.897
H 23.965 -10.237 -10.444
H 21.669 -10.501 -9.378
H 21.052 -11.102 -10.915
Br 16.704 -5.192 -9.489
C 17.079 -7.097 -9.461
C 18.530 -7.380 -9.793
Br 19.695 -6.762 -8.363
H 16.413 -7.513 -10.210
H 16.857 -7.494 -8.475
H 18.857 -6.867 -10.690
H 18.700 -8.450 -9.858
Br 29.397 -6.755 -9.057
C 27.721 -6.206 -9.861
C 27.816 -4.738 -10.190
Br 26.238 -4.214 -11.187
H 26.947 -6.347 -9.113
H 27.548 -6.801 -10.750
H 28.698 -4.468 -10.759
H 27.794 -4.150 -9.276
Br 22.712 -5.478 -2.644
C 23.874 -7.009 -2.477
C 23.090 -8.245 -2.789
Br 24.214 -9.804 -2.522
H 24.264 -7.006 -1.463
H 24.746 -6.915 -3.123
H 22.750 -8.231 -3.820
H 22.252 -8.398 -2.118
Br 27.103 -6.243 -6.064
C 28.098 -7.816 -5.472
C 27.269 -8.705 -4.571
Br 27.506 -8.243 -2.735
H 28.937 -7.405 -4.924
H 28.419 -8.322 -6.377
H 27.685 -9.703 -4.677
H 26.218 -8.739 -4.836
Br 26.698 -9.715 -10.924
C 26.545 -10.306 -9.068
C 27.769 -11.113 -8.754
Br 27.800 -11.624 -6.880
H 25.680 -10.969 -9.086
H 26.289 -9.440 -8.468
H 28.702 -10.588 -8.928
H 27.758 -12.038 -9.320
C 23.116 -7.322 -7.109
Cl 22.232 -8.851 -7.146
Cl 24.296 -7.260 -8.420
Cl 23.853 -7.076 -5.527
H 22.405 -6.520 -7.256
*
```

Results
Frontier orbital gap, eV: 10.134
Calculated total energy, eV: -891964.5709
Structure (SMILES): ClC(Cl)Cl.BrCCBr.BrCCBr.BrCCBr.BrCCBr.BrCCBr.BrCCBr
Energy above the lowest of the compared OMol25 structures with the same formula, charge and spin, kJ/mol: 37.6

So, what does the natural (NBO) scheme give us? The charges, in e, come out as: Br -0.010; C -0.454; C -0.435; Br -0.019; H 0.234; H 0.232; H 0.230; H 0.226; Br -0.004; C -0.454; C -0.436; Br -0.028; H 0.231; H 0.228; H 0.232; H 0.230; Br -0.017; C -0.453; C -0.446; Br -0.008; H 0.232; H 0.234; H 0.228; H 0.227; Br 0.005; C -0.469; C -0.455; Br -0.015; H 0.236; H 0.228; H 0.235; H 0.228; Br -0.037; C -0.434; C -0.483; Br 0.008; H 0.235; H 0.232; H 0.236; H 0.239; Br -0.023; C -0.449; C -0.446; Br -0.015; H 0.231; H 0.237; H 0.234; H 0.233; C -0.274; Cl 0.011; Cl 0.015; Cl 0.021; H 0.235



Density functional theory data (ωB97M-V/def2-TZVPD) for a structure of composition C13H25BrF6N5O5PS2 in a non-equilibrium geometry.

Geometry as ORCA input:
```
! RIJCOSX wB97M-V def2-TZVPD def2/J DEFGRID3
* xyz 0 1
C 3.834 1.363 0.309
C 2.437 1.444 -0.308
C 1.371 2.320 0.361
Br 2.194 3.778 1.393
N 0.434 1.616 1.247
C 1.021 0.742 2.282
C 1.161 -0.720 1.856
C 0.198 -1.012 0.712
N -1.032 -0.188 0.708
C -1.965 -0.568 1.818
C -3.426 -0.139 1.682
C -4.045 0.054 3.073
C -3.537 1.313 3.789
O -2.599 0.963 4.815
C -0.703 1.139 0.705
N -1.595 1.966 0.136
P -1.688 3.691 0.217
N -1.353 4.282 1.600
H 3.829 1.183 1.386
H 4.435 2.241 0.076
H 4.340 0.511 -0.150
H 2.552 1.853 -1.315
H 2.054 0.432 -0.449
H 0.820 2.855 -0.406
H 1.952 1.183 2.634
H 0.340 0.794 3.135
H 2.178 -0.905 1.501
H 1.020 -1.374 2.717
H 0.651 -0.876 -0.269
H -0.098 -2.060 0.733
H -1.579 -0.215 2.781
H -1.941 -1.657 1.866
H -3.986 -0.905 1.142
H -3.550 0.810 1.155
H -5.122 0.180 2.929
H -3.893 -0.825 3.702
H -3.023 1.964 3.070
H -4.369 1.856 4.241
H -1.847 1.563 4.768
H -2.323 1.485 -0.381
H -0.961 4.104 -0.909
H -3.037 3.777 -0.145
H -0.569 4.923 1.588
C -0.779 -1.691 -4.145
F -1.565 -0.828 -3.471
F -1.472 -2.807 -4.350
F -0.482 -1.149 -5.322
S 0.732 -2.003 -3.138
O 0.240 -2.582 -1.914
O 1.349 -0.705 -2.996
N 1.436 -2.994 -4.116
S 2.854 -3.611 -3.743
O 2.821 -4.539 -2.650
O 3.935 -2.669 -3.783
C 3.043 -4.642 -5.260
F 3.045 -3.888 -6.359
F 2.058 -5.535 -5.362
F 4.205 -5.295 -5.187
*
```

Results
Frontier orbital gap, eV: 7.575
Calculated total energy, eV: -148878.4259

So, what does the natural (NBO) scheme give us? The charges, in e, come out as: C -0.619; C -0.461; C -0.035; Br 0.004; N -0.435; C -0.237; C -0.444; C -0.240; N -0.428; C -0.226; C -0.406; C -0.425; C -0.070; O -0.731; C 0.769; N -0.884; P 1.487; N -1.266; H 0.200; H 0.225; H 0.239; H 0.246; H 0.242; H 0.219; H 0.247; H 0.212; H 0.237; H 0.231; H 0.252; H 0.252; H 0.196; H 0.231; H 0.226; H 0.186; H 0.217; H 0.226; H 0.161; H 0.181; H 0.473; H 0.447; H -0.056; H -0.062; H 0.404; C 0.717; F -0.337; F -0.308; F -0.308; S 2.253; O -0.969; O -0.970; N -1.229; S 2.243; O -0.930; O -0.931; C 0.720; F -0.313; F -0.312; F -0.315



Density functional theory data (ωB97M-V/def2-TZVPD) for a structure of composition C13H25ClFInNO4 in a non-equilibrium geometry.

Geometry as ORCA input:
```
! RIJCOSX wB97M-V def2-TZVPD def2/J DEFGRID3
* xyz -1 1
C 2.356 -1.013 2.309
O 1.295 0.007 2.326
C 1.844 1.339 1.963
C 0.621 2.224 1.256
C 0.263 1.446 -0.149
C -1.181 0.673 -0.007
C -1.273 -0.768 -0.784
C -1.585 -0.671 -2.393
C -0.582 0.313 -3.237
In 1.570 -0.382 -3.347
Cl 2.368 -1.660 -1.379
C 2.908 1.495 -3.467
C 4.466 1.142 -3.031
N 5.106 0.000 -3.442
H 2.862 -1.092 3.378
H 1.820 -2.050 2.087
H 3.196 -0.821 1.510
H 2.708 1.299 1.173
H 2.205 1.857 2.955
H -0.336 2.264 1.932
H 0.961 3.328 1.038
H 0.174 2.275 -1.004
H 1.156 0.752 -0.486
H -1.305 0.429 1.155
H -2.114 1.367 -0.268
H -2.204 -1.342 -0.305
H -0.336 -1.436 -0.542
H -2.677 -0.228 -2.514
H -1.616 -1.757 -2.855
H -0.995 0.349 -4.356
H -0.580 1.439 -2.874
H 1.823 -1.459 -4.805
H 2.825 2.029 -4.508
H 2.486 2.214 -2.615
H 5.036 1.926 -2.340
H 4.497 -0.574 -4.065
C -2.905 -1.061 3.275
C -3.977 -1.746 4.052
O -5.080 -1.733 3.175
C -4.539 -1.746 1.924
O -5.163 -2.014 0.911
O -3.208 -1.430 1.944
F -4.301 -1.036 5.155
H -2.946 0.030 3.367
H -1.905 -1.400 3.558
H -3.739 -2.779 4.330
*
```

Results
Frontier orbital gap, eV: 7.304
Calculated total energy, eV: -43976.7843

So, what does the Mulliken scheme give us? The charges, in e, come out as: C -0.513; O -0.229; C -0.498; C -0.804; C 0.369; C -0.118; C 0.010; C -0.643; C -0.799; In 0.768; Cl -0.551; C -0.745; C 0.105; N -0.703; H 0.218; H 0.175; H 0.214; H 0.324; H 0.298; H 0.295; H 0.290; H 0.350; H -0.362; H -0.200; H 0.100; H 0.016; H 0.135; H 0.297; H 0.252; H 0.291; H 0.131; H -0.326; H 0.293; H 0.083; H 0.255; H 0.271; C -0.479; C 0.338; O -0.328; C 0.558; O -0.541; O -0.149; F -0.298; H 0.258; H 0.311; H 0.284



Density functional theory data (ωB97M-V/def2-TZVPD) for a cluster of 3 separate species, C13H25F2N4O7S in total in a non-equilibrium geometry.

Geometry as ORCA input:
```
! RIJCOSX wB97M-V def2-TZVPD def2/J DEFGRID3
* xyz 1 1
C -6.004 0.977 3.208
C -4.535 0.666 3.499
F -3.808 0.817 2.333
C -4.307 -0.770 4.022
N -2.990 -1.269 3.569
C -2.851 -2.340 2.819
N -1.572 -2.581 2.511
C -0.898 -1.609 3.100
N 0.409 -1.447 3.034
O 1.149 -2.331 2.283
N -1.742 -0.754 3.809
S -1.413 0.592 4.750
O -2.290 0.623 5.850
O -1.403 1.704 3.890
F 0.023 0.336 5.224
H -6.698 0.213 3.551
H -6.236 1.961 3.604
H -6.107 1.031 2.124
H -4.175 1.355 4.261
H -4.400 -0.853 5.102
H -5.048 -1.420 3.564
H -3.638 -2.982 2.462
H 0.915 -0.693 3.470
H 0.803 -2.250 1.372
O 1.713 -2.567 -0.558
C 2.790 -2.132 -0.894
O 3.723 -1.937 0.040
C 5.088 -1.610 -0.264
C 5.276 -0.118 -0.446
C 3.068 -1.721 -2.313
H 5.441 -2.181 -1.123
H 5.666 -1.951 0.593
H 4.700 0.262 -1.291
H 6.327 0.116 -0.612
H 4.934 0.416 0.441
H 2.727 -0.696 -2.463
H 2.514 -2.381 -2.977
H 4.114 -1.799 -2.595
O 2.609 1.949 -2.985
C 1.640 2.016 -3.692
O 1.525 1.161 -4.721
C 0.336 1.021 -5.508
C 0.292 2.028 -6.638
C 0.600 3.095 -3.507
H -0.554 1.064 -4.878
H 0.376 0.013 -5.919
H 0.262 3.051 -6.263
H -0.587 1.864 -7.261
H 1.184 1.939 -7.257
H 0.922 3.992 -4.034
H 0.526 3.316 -2.445
H -0.395 2.813 -3.842
*
```

Results
Frontier orbital gap, eV: 8.621
Calculated total energy, eV: -50439.9334

So, what does the natural (NBO) scheme give us? The charges, in e, come out as: C -0.655; C 0.185; F -0.355; C -0.250; N -0.134; C 0.314; N -0.462; C 0.567; N -0.263; O -0.474; N -0.485; S 2.544; O -0.854; O -0.839; F -0.430; H 0.223; H 0.242; H 0.249; H 0.186; H 0.253; H 0.239; H 0.257; H 0.415; H 0.516; O -0.643; C 0.824; O -0.502; C -0.070; C -0.642; C -0.753; H 0.183; H 0.201; H 0.225; H 0.227; H 0.214; H 0.270; H 0.247; H 0.227; O -0.589; C 0.803; O -0.506; C -0.069; C -0.638; C -0.744; H 0.173; H 0.201; H 0.208; H 0.224; H 0.225; H 0.252; H 0.244; H 0.219



Density functional theory data (ωB97M-V/def2-TZVPD) for a cluster of 2 separate species, C13H25FN3O2S in total in a non-equilibrium geometry.

Geometry as ORCA input:
```
! RIJCOSX wB97M-V def2-TZVPD def2/J DEFGRID3
* xyz 1 1
C -0.175 -0.776 2.751
C 0.451 -0.883 1.587
N -0.023 -0.239 0.359
C 1.111 0.572 -0.226
C 1.676 1.625 0.742
C 1.513 3.009 0.139
F 0.142 3.276 0.104
C -0.463 -1.252 -0.666
C -1.786 -1.942 -0.343
C -2.870 -1.030 0.268
C -4.298 -1.372 -0.212
S -5.185 -0.021 -1.036
C -4.813 1.312 0.015
N -4.710 2.550 -0.292
N -4.422 3.221 0.892
C -4.365 2.335 1.805
O -4.607 1.082 1.342
H -1.256 -0.702 2.817
H 0.377 -0.795 3.683
H 1.348 -1.481 1.459
H -0.759 0.434 0.581
H 1.888 -0.096 -0.591
H 0.683 1.101 -1.079
H 1.128 1.639 1.685
H 2.734 1.420 0.907
H 1.984 3.767 0.765
H 1.902 3.066 -0.879
H 0.335 -1.996 -0.676
H -0.471 -0.779 -1.647
H -2.169 -2.310 -1.298
H -1.635 -2.832 0.269
H -2.656 0.014 0.027
H -2.853 -1.135 1.353
H -4.904 -1.691 0.635
H -4.274 -2.202 -0.917
H -4.145 2.475 2.850
C 5.429 -0.793 -2.710
C 5.195 -1.081 -1.242
O 3.793 -1.155 -0.930
H 4.952 0.145 -2.997
H 6.494 -0.724 -2.927
H 5.004 -1.583 -3.333
H 5.602 -0.286 -0.621
H 5.674 -2.020 -0.953
H 3.424 -1.869 -1.461
*
```

Results
Frontier orbital gap, eV: 8.535
Calculated total energy, eV: -35995.4228

So, what does the natural (NBO) scheme give us? The charges, in e, come out as: C -0.355; C -0.050; N -0.386; C -0.233; C -0.472; C 0.057; F -0.373; C -0.205; C -0.431; C -0.421; C -0.530; S 0.326; C 0.266; N -0.287; N -0.263; C 0.278; O -0.447; H 0.218; H 0.247; H 0.238; H 0.448; H 0.268; H 0.229; H 0.230; H 0.247; H 0.192; H 0.174; H 0.224; H 0.233; H 0.238; H 0.229; H 0.196; H 0.219; H 0.236; H 0.239; H 0.212; C -0.637; C -0.062; O -0.756; H 0.211; H 0.232; H 0.204; H 0.182; H 0.171; H 0.464



- Which value of calculated total energy does entry 4 give?
  -50439.9334 eV



- Number 4 is which compound?
  C13H25F2N4O7S



Copy entry 5 word for word.
Density functional theory data (ωB97M-V/def2-TZVPD) for a cluster of 2 separate species, C13H25FN3O2S in total in a non-equilibrium geometry.

Geometry as ORCA input:
```
! RIJCOSX wB97M-V def2-TZVPD def2/J DEFGRID3
* xyz 1 1
C -0.175 -0.776 2.751
C 0.451 -0.883 1.587
N -0.023 -0.239 0.359
C 1.111 0.572 -0.226
C 1.676 1.625 0.742
C 1.513 3.009 0.139
F 0.142 3.276 0.104
C -0.463 -1.252 -0.666
C -1.786 -1.942 -0.343
C -2.870 -1.030 0.268
C -4.298 -1.372 -0.212
S -5.185 -0.021 -1.036
C -4.813 1.312 0.015
N -4.710 2.550 -0.292
N -4.422 3.221 0.892
C -4.365 2.335 1.805
O -4.607 1.082 1.342
H -1.256 -0.702 2.817
H 0.377 -0.795 3.683
H 1.348 -1.481 1.459
H -0.759 0.434 0.581
H 1.888 -0.096 -0.591
H 0.683 1.101 -1.079
H 1.128 1.639 1.685
H 2.734 1.420 0.907
H 1.984 3.767 0.765
H 1.902 3.066 -0.879
H 0.335 -1.996 -0.676
H -0.471 -0.779 -1.647
H -2.169 -2.310 -1.298
H -1.635 -2.832 0.269
H -2.656 0.014 0.027
H -2.853 -1.135 1.353
H -4.904 -1.691 0.635
H -4.274 -2.202 -0.917
H -4.145 2.475 2.850
C 5.429 -0.793 -2.710
C 5.195 -1.081 -1.242
O 3.793 -1.155 -0.930
H 4.952 0.145 -2.997
H 6.494 -0.724 -2.927
H 5.004 -1.583 -3.333
H 5.602 -0.286 -0.621
H 5.674 -2.020 -0.953
H 3.424 -1.869 -1.461
*
```

Results
Frontier orbital gap, eV: 8.535
Calculated total energy, eV: -35995.4228

So, what does the natural (NBO) scheme give us? The charges, in e, come out as: C -0.355; C -0.050; N -0.386; C -0.233; C -0.472; C 0.057; F -0.373; C -0.205; C -0.431; C -0.421; C -0.530; S 0.326; C 0.266; N -0.287; N -0.263; C 0.278; O -0.447; H 0.218; H 0.247; H 0.238; H 0.448; H 0.268; H 0.229; H 0.230; H 0.247; H 0.192; H 0.174; H 0.224; H 0.233; H 0.238; H 0.229; H 0.196; H 0.219; H 0.236; H 0.239; H 0.212; C -0.637; C -0.062; O -0.756; H 0.211; H 0.232; H 0.204; H 0.182; H 0.171; H 0.464